[1]
13
Properties=species:S:1:pos:R:3 method="wB97M-V/def2-TZVPD" multiplicity=3 total_charge=+1 e_lumo_ev="-4.00 / -6.39" homo_energy_ev="-10.1 / -13.8" homo_lumo_gap_ev="6.055 / 7.366"
C 0.75 1.57 -0.18
C 0.86 0.07 -0.67
C -0.71 -1.27 0.40
N -0.39 -0.59 -0.64
O -0.35 1.67 0.59
O -1.73 -2.02 0.53
S 1.64 2.88 -0.49
H 1.29 0.06 -1.61
H 1.59 -0.49 0.00
H 0.07 -1.16 1.25
H -0.91 -0.61 -1.60
H -0.33 2.49 1.14
H -1.76 -2.60 1.29

[2]
76
Properties=species:S:1:pos:R:3 method="wB97M-V/def2-TZVPD" multiplicity=2 total_charge=-1 e_lumo_ev="2.21 / 2.13" homo_energy_ev="-4.8 / -4.8" homo_lumo_gap_ev="7.007 / 6.929"
O -0.58 -0.14 7.68
N 0.15 -0.62 6.89
O 1.17 0.24 6.56
C 1.62 0.01 5.20
B 0.51 0.39 4.06
O 0.92 1.49 3.12
C 0.07 1.39 2.04
O -1.21 1.87 2.47
C 0.59 2.20 0.84
C -0.31 3.34 0.38
C -0.28 4.62 1.22
C 1.11 5.25 1.39
S 1.82 5.05 3.01
O 0.80 5.09 4.02
O 2.76 3.98 3.03
O 2.63 6.44 3.14
C -0.07 -0.19 1.85
S -1.81 -0.59 1.27
C 0.75 -0.86 0.74
C 2.19 -1.14 1.09
O 2.89 0.06 1.38
C 3.55 0.12 2.60
C 5.05 -0.07 2.44
F 5.36 -1.21 1.77
F 5.61 -0.18 3.69
F 5.67 0.97 1.83
O 0.17 -0.69 3.09
H 2.52 0.61 5.11
H 1.93 -1.04 5.10
H -0.43 0.85 4.70
H -1.03 2.57 3.10
H 1.59 2.55 1.11
H 0.74 1.55 -0.02
H -1.32 2.97 0.27
H 0.02 3.64 -0.62
H -0.77 4.51 2.19
H -0.87 5.36 0.68
H 0.99 6.33 1.30
H 1.82 4.94 0.64
H 2.51 6.70 4.06
H -2.56 -0.35 2.36
H 0.70 -0.34 -0.22
H 0.28 -1.83 0.57
H 2.65 -1.56 0.19
H 2.26 -1.91 1.86
H 3.20 -0.59 3.34
H 3.39 1.12 3.01
C -1.48 -4.35 -4.92
C -2.20 -3.78 -3.67
C -3.62 -3.36 -4.04
C -3.68 -2.08 -4.87
C -2.90 -0.95 -4.19
C -1.47 -1.34 -3.83
N -1.43 -2.64 -3.09
O -1.79 -2.44 -1.87
C -0.61 -1.41 -5.11
C -0.84 -0.24 -2.98
C -2.25 -4.92 -2.67
H -1.63 -5.43 -4.99
H -1.84 -3.93 -5.86
H -0.40 -4.18 -4.87
H -4.20 -3.20 -3.12
H -4.11 -4.17 -4.58
H -3.29 -2.25 -5.88
H -4.72 -1.77 -5.00
H -2.88 -0.07 -4.83
H -3.43 -0.66 -3.28
H 0.39 -1.78 -4.89
H -0.50 -0.41 -5.53
H -1.04 -2.02 -5.90
H -1.42 -0.03 -2.08
H -0.77 0.68 -3.56
H 0.17 -0.52 -2.66
H -1.25 -5.24 -2.37
H -2.76 -5.78 -3.12
H -2.81 -4.66 -1.77

[3]
107
Properties=species:S:1:pos:R:3 method="wB97M-V/def2-TZVPD" total_charge=-1 e_lumo_ev=2.25 homo_energy_ev=-5.9 homo_lumo_gap_ev=8.175
Cl 0.31 0.92 1.39
O 0.16 0.09 2.54
O -0.96 1.12 0.79
O 0.83 2.20 1.76
O 1.19 0.29 0.45
C -0.01 -8.75 3.66
C -0.32 -7.90 4.87
C 0.75 -6.78 5.08
O 0.93 -6.00 3.86
C 2.05 -5.10 4.00
N -1.68 -7.41 4.75
H 0.01 -8.06 2.82
H -0.64 -9.63 3.54
H 1.06 -8.95 3.64
H -0.32 -8.52 5.77
H 1.71 -7.19 5.38
H 0.28 -6.19 5.87
H 2.04 -4.49 4.90
H 1.99 -4.41 3.16
H 3.04 -5.54 3.86
H -2.15 -8.11 4.20
H -1.59 -6.54 4.25
C -1.70 0.11 -8.62
C -0.37 -0.14 -7.98
C -0.54 -0.96 -6.63
O 0.76 -0.96 -6.05
C 0.76 -1.73 -4.87
N 0.64 -0.73 -8.83
H -1.74 0.58 -9.61
H -2.29 0.77 -7.99
H -2.18 -0.86 -8.74
H -0.02 0.86 -7.76
H -0.95 -1.96 -6.79
H -1.24 -0.41 -6.00
H -0.12 -1.49 -4.28
H 1.62 -1.55 -4.23
H 0.82 -2.80 -5.10
H 0.17 -1.41 -9.41
H 1.17 -1.36 -8.25
C -4.09 -4.28 0.77
C -2.62 -4.75 0.94
C -1.66 -4.41 -0.22
O -2.13 -5.19 -1.34
C -1.38 -6.44 -1.47
N -2.14 -4.23 2.19
H -4.67 -4.94 0.12
H -4.19 -3.26 0.42
H -4.67 -4.41 1.69
H -2.63 -5.82 1.13
H -0.67 -4.58 0.18
H -1.65 -3.34 -0.46
H -0.35 -6.15 -1.70
H -1.77 -6.97 -2.34
H -1.47 -7.13 -0.64
H -1.21 -4.61 2.30
H -1.97 -3.24 2.05
C 1.10 3.70 -3.63
C 0.14 4.91 -3.44
C -1.20 4.71 -4.12
O -2.12 5.80 -3.71
C -3.29 5.79 -4.47
N 0.01 5.18 -2.05
H 0.65 2.74 -3.35
H 2.05 3.79 -3.10
H 1.39 3.59 -4.67
H 0.62 5.74 -3.96
H -1.74 3.77 -4.01
H -1.09 4.69 -5.20
H -3.85 4.86 -4.45
H -3.03 6.13 -5.47
H -3.97 6.57 -4.12
H -0.07 4.26 -1.63
H 0.98 5.38 -1.84
C -5.68 4.99 1.14
C -4.86 5.94 0.25
C -5.16 7.44 0.35
O -4.23 8.25 -0.42
C -4.67 9.64 -0.49
N -3.48 5.76 0.59
H -5.35 4.90 2.17
H -5.63 3.93 0.92
H -6.74 5.24 1.12
H -5.08 5.61 -0.77
H -5.01 7.77 1.38
H -6.18 7.59 0.00
H -3.94 10.27 -1.01
H -4.52 9.94 0.55
H -5.67 9.83 -0.87
H -3.37 4.80 0.90
H -3.47 6.08 1.55
C 9.65 1.71 5.51
C 8.74 0.59 6.05
C 7.34 0.46 5.41
O 6.48 1.58 5.68
C 5.20 1.28 5.11
N 9.45 -0.64 5.88
H 9.30 2.61 6.01
H 9.52 1.84 4.44
H 10.72 1.65 5.72
H 8.53 0.75 7.10
H 6.90 -0.46 5.81
H 7.38 0.34 4.33
H 5.18 1.15 4.02
H 4.56 2.14 5.34
H 4.80 0.37 5.55
H 9.66 -0.72 4.90
H 8.85 -1.45 6.02

[4]
24
Properties=species:S:1:pos:R:3 method="wB97M-V/def2-TZVPD" total_charge=0 e_lumo_ev=0.83 homo_energy_ev=-8.3 homo_lumo_gap_ev=9.123
C 0.55 -1.27 1.56
C 0.14 -2.25 -0.72
C 2.35 0.86 0.14
C 0.84 -1.19 0.09
C 1.62 -0.29 -0.49
H 1.74 -0.33 -1.57
H -0.52 -1.10 1.73
H 1.11 -0.56 2.14
H 0.78 -2.27 1.93
H 0.50 -3.24 -0.43
H -0.93 -2.22 -0.52
H 0.31 -2.11 -1.78
H 2.01 1.80 -0.28
H 2.22 0.89 1.22
H 3.42 0.77 -0.07
N -1.26 1.50 -0.25
N -1.14 2.83 -0.84
C -2.91 -0.12 0.05
N -2.89 -0.33 1.18
H -0.40 1.00 -0.47
H -1.99 3.34 -0.58
H -1.18 2.71 -1.85
H -1.30 1.61 0.79
H -3.08 -0.01 -0.99

For reference, maximum force by record: 0.0932 0.0388 0.0464 0.0214 Eh/bohr.
For reference, relative energy (zero: lowest compared OMol25 entry of this formula, charge and spin) by record: 0.0 0.0 97.6 65.4 kcal/mol.